This record from the OMol25 dataset describes a structure of composition C55H60Ge2O3S7W at a distorted geometry. The level of theory is ωB97M-V/def2-TZVPD.

XYZ file:
```
128
C55H60Ge2O3S7W, DFT ωB97M-V/def2-TZVPD
W -0.62090 0.32520 -1.07400
S -2.88710 0.37910 -0.20120
C -2.92100 0.07940 1.52530
C -4.11330 0.20110 2.23550
C -4.13470 -0.04720 3.59320
C -2.96780 -0.41750 4.25200
C -1.77800 -0.52580 3.56080
C -1.74490 -0.26660 2.19410
S -0.20690 -0.33350 1.32850
H -5.00680 0.50090 1.71100
H -5.06360 0.03830 4.13650
H -2.98870 -0.62500 5.31030
H -0.86260 -0.80920 4.05660
C 5.80220 -1.55490 -2.09130
C 4.68830 -1.62020 -3.08900
C 4.52200 -0.63840 -4.05340
C 3.49370 -0.70620 -4.98290
C 3.31810 0.33290 -6.04880
C 2.59780 -1.77360 -4.91930
C 2.74670 -2.77450 -3.95930
C 1.75510 -3.89530 -3.87620
C 3.79720 -2.68620 -3.05970
C 1.54980 -1.91610 -5.94940
C 1.82650 -2.70740 -7.06270
C 0.86970 -2.91220 -8.03650
C -0.37620 -2.32390 -7.91560
C -0.67170 -1.52050 -6.82240
C 0.30220 -1.32060 -5.84830
Ge -0.28500 -0.06990 -4.35710
S -1.82020 -0.76670 -2.92320
S 1.35090 0.83010 -2.86140
Ge 0.13430 2.84940 -3.22870
S -1.29350 2.59630 -1.57020
S -0.76890 2.01900 -5.13770
C 0.88170 4.72190 -3.50810
C 1.98110 5.16780 -2.78290
C 2.42570 6.47500 -2.96580
C 1.78540 7.32110 -3.85260
C 0.69850 6.86380 -4.57120
C 0.23390 5.55960 -4.41060
C -0.95120 5.16650 -5.20480
C -0.80000 4.83770 -6.55450
C 0.56720 4.71480 -7.15550
C -1.93260 4.65790 -7.33440
C -3.20460 4.78500 -6.79980
C -4.42540 4.62540 -7.64900
C -3.33320 5.10060 -5.45430
C -2.22610 5.31270 -4.65050
C -2.38840 5.74480 -3.22310
C 2.69280 4.31160 -1.80710
C 3.61700 3.35060 -2.21650
C 3.85140 3.05010 -3.66290
C 4.35910 2.67180 -1.25560
C 4.23120 2.95280 0.09500
C 5.09330 2.26920 1.11120
C 3.27830 3.89090 0.48780
C 2.49970 4.55850 -0.44210
C 1.42360 5.50520 -0.00690
C -2.00070 -0.88630 -6.69220
C -2.24980 0.34090 -7.31500
C -1.20260 1.02200 -8.14100
C -3.51750 0.88880 -7.21580
C -4.54260 0.23810 -6.54570
C -5.90070 0.85700 -6.44930
C -4.28830 -1.00180 -5.97950
C -3.03270 -1.58160 -6.05140
C -2.80010 -2.96230 -5.51820
H 6.40780 -0.66360 -2.23360
H 6.44230 -2.42970 -2.19140
H 5.40220 -1.55150 -1.07760
H 5.22850 0.17810 -4.10100
H 4.13570 1.04890 -6.04330
H 2.37460 0.86820 -5.89940
H 3.27320 -0.13980 -7.02940
H 1.46120 -4.22990 -4.86910
H 0.85610 -3.54380 -3.36090
H 2.16500 -4.73810 -3.32450
H 3.94370 -3.47120 -2.33280
H 2.80480 -3.15660 -7.15310
H 1.09240 -3.53220 -8.89180
H -1.13280 -2.47700 -8.67070
H 3.27850 6.82290 -2.40020
H 2.13050 8.33710 -3.97620
H 0.18620 7.51790 -5.26280
H 1.25940 4.26070 -6.44830
H 0.95170 5.69960 -7.42170
H 0.53510 4.10490 -8.05330
H -1.82290 4.44500 -8.38850
H -4.17820 4.15140 -8.59430
H -4.85970 5.60250 -7.85710
H -5.17690 4.03140 -7.13470
H -4.32140 5.21510 -5.03390
H -3.43450 5.93270 -2.99400
H -1.81360 6.65160 -3.03370
H -2.02450 4.96840 -2.54750
H 3.09210 3.50040 -4.30000
H 3.83650 1.97430 -3.81610
H 4.82680 3.42820 -3.96840
H 5.07360 1.92980 -1.57770
H 5.55460 1.38160 0.68660
H 4.51700 1.98740 1.99140
H 5.89200 2.93520 1.43940
H 3.15900 4.11810 1.53840
H 1.27500 5.45680 1.06910
H 0.49050 5.25630 -0.51530
H 1.67550 6.52870 -0.27660
H -0.20370 0.82800 -7.75850
H -1.37170 2.09380 -8.14700
H -1.25030 0.64910 -9.16340
H -3.71310 1.83960 -7.68310
H -6.17520 1.33120 -7.38870
H -5.90220 1.62040 -5.67170
H -6.64900 0.10940 -6.19880
H -5.09050 -1.53430 -5.49060
H -3.62870 -3.26920 -4.88550
H -1.87380 -3.00430 -4.94510
H -2.71430 -3.66730 -6.34560
O 1.25950 1.81780 -0.18280
H 0.84390 2.43000 0.46200
H 2.17340 1.66520 0.11660
O -1.60010 -2.32280 -0.45370
H -1.46440 -2.85400 0.34190
H -2.36520 -2.69330 -0.91490
O -0.84200 2.53350 1.24630
H -1.47630 3.25540 1.15120
H -0.85300 2.25880 2.16990
S 2.15780 -1.93980 -0.72080
C 0.87920 -1.09160 -1.01320
```

- LUMO level (alpha / beta): -4.221 / -4.513 eV
- Energy above the lowest of the compared OMol25 structures with the same formula, charge and spin: 0.0 kcal/mol
- Total charge: +1
- Spin multiplicity: 2
- HOMO level (alpha / beta): -10.13 / -10.34 eV
- Kohn-Sham gap (alpha / beta): 5.91 / 5.83 eV